Record 1
Computed, not measured: a cluster of 12 separate species, C54H63F48N3O12 in total, with ωB97M-V with the def2-TZVPD basis set.

## Properties
- HOMO-LUMO gap (eV) = 10.5735
- total energy (hartree) = -7955.9740
- SMILES string = FC(F)C(F)(F)COC(F)(F)C(F)F.FC(F)C(F)(F)COC(F)(F)C(F)F.FC(F)C(F)(F)COC(F)(F)C(F)F.FC(F)C(F)(F)COC(F)(F)C(F)F.FC(F)C(F)(F)COC(F)(F)C(F)F.FC(F)C(F)(F)COC(F)(F)C(F)F.O=C1CCCO1.O=C1CCCO1.O=C1CCCO1.CCCC#N.CCCC#N.CCCC#N

Geometry as XYZ:
```
180
Properties=species:S:1:pos:R:3:forces:R:3
F -6.0458 -1.6116 4.2459 -0.2 0.9 0.3
C -5.4944 -1.4950 3.0282 1.0 -3.8 -0.6
F -5.8548 -0.4539 2.3228 -0.5 2.4 0.1
C -3.9652 -1.6037 3.0841 1.3 -1.3 -2.7
F -3.4335 -2.7731 3.5993 -1.4 0.3 0.3
F -3.4207 -0.6257 3.7583 0.5 1.6 1.7
C -3.3044 -1.4661 1.6697 0.3 2.3 0.4
O -3.9909 -1.8301 0.5012 0.5 -1.6 -1.3
C -3.5434 -3.0589 -0.1437 -2.2 3.3 1.3
F -2.2475 -3.0030 -0.2628 1.0 -0.6 -0.6
F -3.9250 -4.0095 0.6732 0.2 -1.9 0.8
C -4.3673 -3.2150 -1.4392 0.2 -0.6 0.3
F -3.9845 -2.3113 -2.3535 0.2 -0.2 -0.2
F -4.1709 -4.5013 -1.8822 0.1 0.9 -0.2
H -5.8215 -2.3339 2.4140 -0.1 -0.5 0.3
H -2.2376 -1.6573 1.7859 0.0 -1.5 -0.3
H -3.1272 -0.3968 1.5544 -0.8 0.5 0.0
H -5.4310 -3.1006 -1.2303 0.0 0.1 0.1
F -0.8422 -0.8066 -4.6830 -0.6 -0.1 0.9
C -1.1132 -0.0102 -5.7291 1.2 3.0 1.1
F -0.7509 -0.6619 -6.7900 -0.9 -2.8 -3.2
C -2.5914 0.5626 -5.7622 -0.2 0.0 -0.6
F -2.6481 1.4041 -6.8541 0.3 0.0 1.0
F -2.9604 1.2198 -4.6241 0.9 0.0 -0.7
C -3.5252 -0.5575 -5.9958 -0.2 -2.2 0.5
O -4.8918 -0.2452 -6.1867 0.1 0.8 -0.7
C -5.6576 -1.0984 -6.9434 1.9 0.2 2.0
F -5.4161 -2.3948 -6.5773 1.2 -0.3 -1.2
F -6.8631 -0.9559 -6.5338 -3.4 1.3 0.6
C -5.6712 -0.8243 -8.4181 0.8 0.9 -3.3
F -5.9178 0.5092 -8.7728 -0.3 -1.5 1.4
F -4.4792 -1.0547 -9.0388 0.2 -0.5 0.8
H -0.3528 0.7598 -5.8599 -0.6 1.3 1.7
H -3.5165 -1.1693 -5.0938 0.4 -0.2 0.1
H -3.0860 -1.1605 -6.7905 -0.3 0.0 -0.3
H -6.3980 -1.4625 -8.9208 -0.3 0.1 0.2
F 3.7086 -3.1274 2.2616 2.0 0.1 1.0
C 2.7119 -3.9898 2.4311 -3.1 1.0 -0.7
F 2.8018 -4.9036 1.4550 0.3 -0.9 0.3
C 2.5010 -4.6401 3.8378 1.1 -0.6 0.3
F 1.4319 -5.4555 3.9214 -0.4 0.5 -0.9
F 2.3212 -3.6557 4.7625 -0.4 0.5 -0.3
C 3.7001 -5.4089 4.2586 0.9 -1.0 0.2
O 3.3871 -6.2579 5.3891 2.6 1.1 0.8
C 4.2432 -6.0431 6.5415 -3.1 -0.9 -1.2
F 5.5732 -6.0166 6.3127 -1.0 -0.3 0.0
F 3.8938 -4.8200 7.0108 0.6 -0.5 0.5
C 3.7286 -7.2888 7.4304 0.6 0.4 -1.2
F 4.3880 -7.3538 8.5959 -0.3 0.3 0.3
F 2.3920 -7.1863 7.5765 0.1 0.6 0.8
H 1.8676 -3.3361 2.2121 -0.8 -0.4 0.1
H 4.4436 -4.6254 4.4049 0.4 -0.3 0.6
H 4.0839 -6.0956 3.5040 -0.2 0.3 -0.4
H 3.8355 -8.2366 6.9030 0.7 0.2 -0.3
F 5.8321 4.2032 2.3677 1.3 0.8 -0.5
C 5.6948 3.0693 3.0807 -0.9 1.9 -1.4
F 4.3970 3.2203 3.4939 0.3 -1.3 0.8
C 5.8614 1.8616 2.1478 -3.0 2.0 0.8
F 5.6830 0.8975 3.0354 0.1 -2.7 0.9
F 7.0914 1.8523 1.7034 1.3 -0.2 -1.0
C 4.7246 1.6924 1.0948 1.0 0.3 0.4
O 4.4978 2.9484 0.4188 0.1 -1.2 -2.6
C 4.2412 2.9044 -0.9990 -0.6 0.2 0.7
F 3.4922 1.8764 -1.4121 0.4 -1.4 0.6
F 3.4437 3.9444 -1.2517 0.2 1.1 0.4
C 5.4476 3.1037 -1.9402 2.2 2.0 -1.0
F 6.4147 2.1381 -1.9940 -1.5 -0.6 0.0
F 5.0604 3.4717 -3.2477 0.0 -1.4 1.8
H 6.4335 3.0649 3.8822 -0.3 -0.2 0.3
H 3.8202 1.3962 1.6264 0.0 0.1 0.0
H 5.0625 0.8490 0.4928 -0.2 0.2 -0.6
H 6.0404 3.9608 -1.6209 -0.6 0.3 0.5
F 1.8304 -4.3308 -0.9919 0.2 -0.6 1.6
C 1.9909 -4.0330 -2.2678 -1.2 -0.2 -0.3
F 2.4378 -2.7856 -2.3321 0.2 1.7 -0.2
C 3.0139 -4.8931 -2.9509 0.9 0.5 1.3
F 2.9624 -4.4986 -4.2307 0.2 -0.7 -0.9
F 2.6166 -6.1758 -2.7577 0.3 0.0 -0.8
C 4.4100 -4.6795 -2.3159 -0.1 -2.1 1.4
O 5.2794 -5.6584 -2.8986 2.4 -0.9 -0.5
C 6.5126 -6.0738 -2.2251 -3.7 0.7 -0.2
F 7.3290 -5.0472 -2.2242 0.9 1.0 0.4
F 6.2112 -6.4350 -0.9724 0.1 0.2 0.7
C 7.2213 -7.2098 -2.9165 -0.7 -0.3 -3.4
F 8.4804 -7.3307 -2.4596 -0.5 -0.7 0.8
F 6.4934 -8.3833 -2.9891 0.9 0.9 1.3
H 0.9967 -4.1347 -2.7030 0.1 0.2 -0.6
H 4.2777 -5.0561 -1.3017 -0.4 0.4 0.4
H 4.7471 -3.6493 -2.2014 0.2 -0.1 -0.9
H 7.3096 -6.9237 -3.9646 0.1 0.2 -0.1
F -9.6108 2.5240 1.1359 -1.7 -0.5 0.1
C -8.3362 2.5278 0.7839 0.6 2.2 -0.3
F -7.6690 1.6827 1.5409 0.9 -2.3 1.1
C -8.1835 2.1165 -0.7012 3.0 -2.9 2.4
F -8.7528 2.9106 -1.4982 -1.1 3.7 -2.5
F -8.8362 0.9624 -0.8949 -0.8 -1.9 0.4
C -6.6821 1.7471 -1.0205 -2.2 0.2 -0.2
O -5.9570 2.8885 -0.6722 0.4 0.2 0.5
C -4.6189 2.7003 -0.6464 -1.0 2.4 -1.6
F -4.2559 1.7008 0.1191 0.5 -1.4 1.2
F -4.1892 2.4428 -1.8834 0.6 -0.7 -1.1
C -3.9661 3.9754 -0.1556 0.7 -0.9 3.2
F -2.6390 3.8236 -0.3125 0.9 0.0 -0.5
F -4.3119 5.1196 -0.6620 -1.0 1.2 -1.6
H -7.9421 3.4790 1.1416 0.1 0.6 -1.2
H -6.6331 1.4969 -2.0803 0.2 0.2 -0.1
H -6.4186 0.8630 -0.4400 0.0 0.2 0.2
H -4.1246 4.0353 0.9212 -0.2 -0.1 0.2
O 0.4720 0.7995 3.9719 1.4 -2.3 3.2
C 1.0197 0.0507 4.8124 -2.7 0.2 -1.8
C 2.3806 -0.5002 4.7724 1.8 0.3 2.8
C 2.5147 -0.9873 6.3267 -0.6 -0.6 -0.7
C 1.0763 -1.3171 6.7566 1.5 -1.5 -0.7
O 0.3419 -0.5795 5.8677 -2.4 3.2 -2.5
H 2.5971 -1.1678 3.9384 -0.5 -0.4 0.4
H 3.1107 0.3013 4.6602 -0.1 0.2 -0.2
H 3.0923 -1.8912 6.5205 0.6 0.5 -0.2
H 2.7521 -0.1314 6.9584 0.8 0.0 -0.3
H 0.8381 -2.3672 6.5875 0.1 -0.2 -0.1
H 0.8093 -1.1439 7.7991 0.1 0.7 -0.1
O 1.5131 -0.9208 0.6593 -0.4 0.0 0.4
C 0.5767 -0.2567 0.2951 1.3 0.9 -0.6
C 0.3390 1.2461 0.5294 -1.3 0.2 0.1
C -0.9761 1.4942 -0.1933 -0.5 1.1 1.5
C -1.1918 0.3130 -1.0518 0.9 0.9 -0.7
O -0.3428 -0.7405 -0.5593 -0.7 -0.3 0.5
H 0.1505 1.4610 1.5813 0.7 -0.2 0.1
H 1.0368 1.9670 0.1034 0.8 -0.7 0.2
H -1.8153 1.5517 0.4999 0.2 0.3 0.3
H -1.0052 2.4112 -0.7818 0.1 -0.2 0.1
H -2.2698 0.1645 -0.9883 0.3 -1.2 -0.9
H -0.7187 0.6771 -1.9638 -0.9 -1.0 -0.9
O -0.2559 3.1079 -4.6240 -0.5 1.2 -0.6
C -0.5141 4.2877 -4.7517 1.0 -0.9 1.4
C 0.4767 5.4464 -5.0783 -1.1 -2.8 -0.7
C -0.4300 6.5891 -5.0512 -0.1 3.0 0.1
C -1.8001 6.2044 -4.4555 1.5 -0.2 -1.1
O -1.7178 4.7957 -4.3918 0.0 -1.3 0.3
H 1.2696 5.4296 -4.3305 0.0 0.0 -0.3
H 0.8185 5.2469 -6.0939 0.6 -0.1 0.3
H 0.1101 7.3355 -4.4687 -0.6 0.6 0.0
H -0.6275 7.0102 -6.0370 0.3 0.0 0.0
H -1.9201 6.6554 -3.4704 -0.6 -0.2 -0.1
H -2.5466 6.3902 -5.2277 -0.4 0.6 0.8
C -4.1512 1.6389 5.7323 0.6 2.9 -0.2
C -4.7730 3.0330 5.2079 -0.1 -1.9 1.9
C -5.2659 2.6944 3.8714 -0.4 0.8 -2.2
C -5.9066 3.8378 3.1845 -0.6 0.5 -0.8
N -6.4577 4.6973 2.6343 0.7 -0.9 0.6
H -3.2841 1.3995 5.1167 0.0 0.0 -0.1
H -4.8554 0.8096 5.6656 0.0 0.3 0.5
H -3.7428 1.9393 6.6973 -0.3 -1.0 0.4
H -4.1216 3.9067 5.2314 0.5 -0.5 -0.3
H -5.5966 3.3348 5.8549 -0.2 -0.2 0.1
H -5.9564 1.8525 3.8208 -0.1 0.1 0.3
H -4.3978 2.3849 3.2893 0.0 0.1 -0.4
C 6.5796 -0.5657 -4.0385 -0.1 0.4 -0.1
C 5.2140 -1.1527 -3.6835 1.0 -1.0 -0.3
C 4.1391 -0.5396 -4.5222 -0.8 0.7 0.2
C 4.1977 -0.8265 -5.9817 0.3 0.7 1.7
N 4.2654 -1.0587 -7.0979 0.0 -0.2 -0.7
H 6.5542 0.5240 -4.0509 -0.4 0.2 0.2
H 6.8563 -0.7774 -5.0713 0.4 -0.6 0.2
H 7.3298 -0.7794 -3.2771 0.2 -0.5 -0.4
H 5.0581 -0.9652 -2.6211 -0.5 0.0 0.0
H 5.1248 -2.2212 -3.8794 0.7 -0.3 0.4
H 4.2825 0.4955 -4.2122 -0.7 0.6 -1.2
H 3.1537 -0.8464 -4.1714 -0.1 0.0 0.0
C 0.9311 5.5453 2.0052 -1.3 1.2 -1.5
C 0.8179 5.1004 3.3930 -0.9 -0.5 2.4
C -0.1553 3.8706 3.6642 1.2 1.2 -0.9
C -1.5488 4.1762 3.2845 -3.0 1.2 -1.4
N -2.6276 4.5106 2.9198 3.8 -1.4 1.4
H 0.8819 4.7317 1.2815 0.4 0.1 -0.1
H 1.6983 6.2890 1.7899 0.6 -0.6 0.2
H 0.0574 6.1755 1.8389 -0.5 -0.3 -0.5
H 0.3422 5.8667 4.0051 0.5 0.5 0.0
H 1.7952 4.8960 3.8302 -0.1 -0.4 0.2
H -0.0787 3.6683 4.7325 -0.2 -0.5 -0.2
H 0.2793 3.1031 3.0237 -0.6 -0.6 0.5
```
Forces are in eV/Å.

Results of the Löwdin charge analysis, in e, for atoms 1 through 4:
1 F 0.115
2 C -0.347
3 F 0.134
4 C -0.433

---

Record 2
Computed, not measured: a cluster of 2 separate species, C5H16NS2 in total, with ωB97M-V with the def2-TZVPD basis set.

## Properties
- HOMO-LUMO gap (eV) = 9.3936
- ΔE to the lowest compared entry with this formula, charge and spin (eV) = 0.8175
- total energy (hartree) = -1050.9830
- net charge = +1

Geometry as XYZ:
```
24
Properties=species:S:1:pos:R:3:forces:R:3
C -1.8933 1.8608 0.6363 -0.2 0.0 -0.2
C -2.5607 1.9398 -0.7294 0.1 0.1 -0.1
S -3.7166 3.3457 -0.6772 0.0 0.0 0.0
N -1.1240 0.5771 0.7615 0.0 -0.1 -0.2
H -2.6524 1.8863 1.4137 0.1 0.0 0.2
H -1.1739 2.6643 0.7873 -0.1 0.0 0.0
H -3.1159 1.0185 -0.9320 0.1 0.1 0.0
H -1.8196 2.1045 -1.5157 0.0 -0.2 0.1
H -4.4250 2.9845 -1.7540 0.0 0.0 0.0
H -0.7417 0.4409 1.6982 0.0 0.1 0.0
H -0.3059 0.5892 0.1131 0.2 0.1 0.2
H -1.7013 -0.2355 0.5400 -0.1 0.0 0.0
C 2.0602 -3.2154 0.0013 0.0 -0.1 0.1
C 1.6126 -1.8434 -0.4743 -0.2 0.2 0.1
C 2.4630 -0.7464 0.1593 0.0 -0.2 -0.1
S 1.9242 0.9187 -0.3626 -0.1 -0.1 -0.1
H 1.4612 -4.0063 -0.4397 -0.1 0.0 -0.1
H 1.9637 -3.3058 1.0835 0.0 0.0 0.0
H 3.0991 -3.4035 -0.2588 0.1 0.0 0.0
H 1.6679 -1.7725 -1.5624 0.0 0.0 0.0
H 0.5529 -1.7039 -0.2127 0.1 0.0 0.0
H 3.4928 -0.8817 -0.1569 0.1 0.1 0.0
H 2.4339 -0.8151 1.2445 0.0 0.0 0.0
H 2.4987 1.5993 0.6371 0.0 0.1 0.0
```
Forces are in eV/Å.

Results of the natural (NBO) charge analysis, in e, for atoms 1 through 4:
1 C -0.235
2 C -0.550
3 S 0.005
4 N -0.704

---

Record 3
Computed, not measured: a structure of composition C35H47BClNO4PZr, with ωB97M-V with the def2-TZVPD basis set.

## Properties
- HOMO-LUMO gap (eV) = 6.6998
- total energy (hartree) = -2591.0785
- net charge = +1

Geometry as XYZ:
```
91
Properties=species:S:1:pos:R:3:forces:R:3
Zr 0.4256 0.3863 -0.6542 0.3 -0.2 -0.1
Cl 5.9026 5.3092 -1.1863 0.0 0.0 0.0
C 4.8111 3.9699 -1.2468 0.1 0.0 0.0
C 5.3219 2.6617 -1.2892 0.0 0.1 0.0
C 4.4849 1.5749 -1.3409 0.0 -0.1 0.0
C 3.0945 1.7450 -1.3365 0.0 0.2 -0.1
O 2.3022 0.6952 -1.3865 -0.3 -0.1 0.2
C 2.5805 3.0688 -1.2963 0.0 -0.2 0.0
C 1.1864 3.3391 -1.3188 -0.1 0.0 -0.1
O 0.2500 2.5045 -1.2882 0.1 -0.2 0.1
C 3.4629 4.1724 -1.2590 -0.1 0.0 0.0
H 6.3947 2.5197 -1.2829 0.0 0.0 0.0
H 4.8771 0.5675 -1.3793 0.0 0.0 0.0
H 0.8976 4.3944 -1.3742 0.0 0.0 0.0
H 3.0621 5.1784 -1.2346 0.0 0.0 0.0
C -3.4213 0.2057 1.5038 0.0 0.0 0.0
C -3.5940 0.9195 0.1611 0.1 0.0 0.0
C -3.4652 2.4358 0.3077 0.0 0.0 0.0
P -2.3418 0.2977 -1.0295 0.1 0.1 -0.1
C -2.7418 1.0106 -2.6815 0.0 0.0 0.0
C -4.1682 0.7586 -3.1569 0.0 0.0 0.0
C -1.7168 0.4938 -3.6924 -0.1 0.0 0.0
C -2.5587 -1.4916 -1.1264 0.0 0.1 0.0
C -3.7947 -2.1263 -1.2322 0.0 0.0 0.0
C -3.9022 -3.5082 -1.2629 0.0 0.0 0.0
C -5.2361 -4.1958 -1.3799 0.1 0.0 0.0
C -2.7206 -4.2451 -1.1737 0.0 0.0 0.0
C -1.4840 -3.6378 -1.0520 0.1 0.0 0.0
C -1.3827 -2.2458 -1.0206 -0.2 -0.2 -0.1
N -0.1651 -1.5763 -0.8565 0.0 0.5 0.1
C 1.0687 -2.3087 -0.9057 0.1 0.1 0.3
C 1.7163 -2.6501 0.2917 -0.1 0.0 0.0
C 1.0939 -2.4030 1.6440 0.0 0.0 -0.1
C 2.9552 -3.2829 0.2179 0.0 0.0 0.0
C 3.5442 -3.6002 -0.9946 0.0 0.0 0.0
C 4.8695 -4.3078 -1.0577 0.0 0.0 0.0
C 2.8649 -3.2771 -2.1706 0.0 0.0 0.0
C 1.6409 -2.6380 -2.1488 0.0 0.1 -0.1
C 0.9353 -2.2828 -3.4285 0.0 0.0 0.0
H -4.1943 0.5426 2.1967 0.0 0.0 0.0
H -2.4509 0.4433 1.9436 0.0 0.0 0.0
H -3.5079 -0.8762 1.4001 0.0 0.0 0.0
H -4.5760 0.6724 -0.2523 0.0 0.0 0.0
H -2.4755 2.6998 0.6882 0.0 0.0 0.0
H -4.2056 2.7973 1.0228 0.0 0.0 0.0
H -3.6309 2.9589 -0.6351 0.0 0.0 0.0
H -2.5860 2.0858 -2.5466 0.0 0.0 0.0
H -4.3480 -0.3086 -3.2938 0.0 0.0 0.0
H -4.3287 1.2484 -4.1188 0.0 0.0 0.0
H -4.9083 1.1501 -2.4583 0.0 0.0 0.0
H -1.8328 -0.5803 -3.8511 0.0 0.0 0.0
H -0.6849 0.6755 -3.3707 0.0 0.1 0.0
H -1.8502 0.9921 -4.6533 0.0 0.0 0.0
H -4.6996 -1.5300 -1.2830 0.0 0.0 0.0
H -6.0485 -3.4732 -1.4441 0.0 0.0 0.0
H -5.4221 -4.8366 -0.5168 0.0 0.0 0.0
H -5.2742 -4.8267 -2.2689 0.0 0.0 0.0
H -2.7735 -5.3278 -1.1904 0.0 0.0 0.0
H -0.5880 -4.2413 -0.9722 0.0 0.0 0.0
H 0.0070 -2.3690 1.5846 0.0 0.0 0.0
H 1.4427 -1.4630 2.0768 0.0 0.0 0.0
H 1.3792 -3.1996 2.3308 0.0 0.0 0.0
H 3.4599 -3.5494 1.1401 0.0 0.0 0.0
H 5.3656 -4.3114 -0.0886 0.0 0.0 0.0
H 5.5322 -3.8350 -1.7829 0.0 0.0 0.0
H 4.7329 -5.3447 -1.3702 0.0 0.0 0.0
H 3.3119 -3.5296 -3.1260 0.0 0.0 0.0
H 1.4950 -2.6429 -4.2894 0.0 0.0 0.0
H 0.8221 -1.2005 -3.5332 0.0 0.0 0.0
H -0.0651 -2.7187 -3.4605 0.0 0.0 0.0
C 2.5366 2.3149 4.3665 0.0 0.0 0.0
C 1.3467 1.5938 3.7693 -0.1 0.0 0.1
C 0.9789 0.3785 4.6111 0.0 0.0 0.0
O 1.7128 1.0901 2.4486 0.0 0.0 0.0
B 0.5924 1.1470 1.6614 0.0 -0.1 -0.2
O -0.4268 1.8538 2.2563 0.0 0.0 -0.1
C 0.1239 2.4983 3.4452 0.1 0.0 0.0
C 0.5236 3.9080 3.0269 0.0 0.0 0.0
C -0.9439 2.5420 4.5178 0.0 0.0 0.0
H 3.3355 1.5993 4.5594 0.0 0.0 0.0
H 2.2602 2.7810 5.3141 0.0 0.0 0.0
H 2.9201 3.0811 3.6957 0.0 0.0 0.0
H 1.8253 -0.3082 4.6267 0.0 0.0 0.0
H 0.1182 -0.1441 4.1899 0.0 0.0 0.0
H 0.7499 0.6635 5.6382 0.0 0.0 0.0
H 1.3081 3.8791 2.2681 0.0 0.0 0.0
H 0.8822 4.4859 3.8787 0.0 0.0 0.0
H -0.3475 4.4134 2.6095 0.0 0.0 0.0
H -1.3549 1.5534 4.7129 0.0 0.0 0.0
H -1.7557 3.1953 4.1972 0.0 0.0 0.0
H -0.5327 2.9413 5.4467 0.0 0.0 0.0
```
Forces are in eV/Å.

Results of the Löwdin charge analysis, in e, for atoms 1 through 4:
1 Zr 1.687
2 Cl 0.704
3 C -0.658
4 C -0.049